# C4H9NO2

C4H9NO2 in the gas phase (ωB97M-V/def2-TZVPD, OMol25).

Summary:
relative energy (zero: lowest compared OMol25 entry of this formula, charge and spin) = 1.808 eV
LUMO energy = 0.03608 hartree

ORCA input file:
```
! RIJCOSX wB97M-V def2-TZVPD def2/J DEFGRID3
* xyz 0 1
H -2.593 -1.175 1.267
H -2.942 0.293 0.319
C 1.407 1.226 -0.784
O 0.320 1.371 -1.655
H -2.843 -1.272 -0.493
N -1.006 -0.435 0.036
C 1.717 -0.225 -0.412
H 2.789 -0.367 -0.252
C -2.411 -0.665 0.309
H 1.286 1.799 0.151
O 1.147 -0.666 0.834
H 2.279 1.640 -1.303
C -0.176 -0.790 0.923
H 1.380 -0.886 -1.218
H -0.393 0.828 -1.267
H -0.450 -1.243 1.882
*
```

---

# C2H2ClFNO2

2 unconnected molecules or ions with the total composition C2H2ClFNO2 (ωB97M-V/def2-TZVPD, OMol25).

Summary:
relative energy (zero: lowest compared OMol25 entry of this formula, charge and spin) = 5.029 eV
LUMO energy (spin up / spin down) = 0.12748 / 0.12778 hartree

ORCA input file:
```
! RIJCOSX wB97M-V def2-TZVPD def2/J DEFGRID3
* xyz -1 1
O 1.059 1.454 -0.753
Cl -2.504 -0.964 -0.551
F 0.843 -1.469 0.859
N 0.587 -0.738 -0.305
O 2.596 0.185 0.264
C 1.507 0.435 -0.257
H -1.411 -0.052 1.198
H -1.259 0.934 -0.587
C -1.416 0.213 0.133
*
```

---

# C5H8O

C5H8O in the gas phase (ωB97M-V/def2-TZVPD, OMol25).

Summary:
relative energy (zero: lowest compared OMol25 entry of this formula, charge and spin) = 2.707 eV
LUMO energy = 0.03418 hartree

ORCA input file:
```
! RIJCOSX wB97M-V def2-TZVPD def2/J DEFGRID3
* xyz 0 1
H -0.516 2.136 0.166
H -3.368 -1.095 -0.711
C 0.279 1.578 -0.351
H 0.210 1.831 -1.406
H 1.238 1.932 0.043
C -2.382 -0.739 -0.513
H 1.864 -0.072 1.072
H 0.998 -1.920 -0.266
C 0.865 -0.532 0.977
C 0.150 0.050 -0.226
C -1.250 -0.380 -0.320
H 0.677 -0.586 -1.072
O 0.943 -1.915 0.731
H 0.292 -0.287 1.877
*
```

---

# C19H33N6NiO2

A molecular structure, C19H33N6NiO2 (ωB97M-V/def2-TZVPD, OMol25).

Summary:
relative energy (zero: lowest compared OMol25 entry of this formula, charge and spin) = 0.192 eV
LUMO energy (spin up / spin down) = -0.08919 / -0.11960 hartree

ORCA input file:
```
! RIJCOSX wB97M-V def2-TZVPD def2/J DEFGRID3
* xyz 1 3
H -2.269 1.454 3.493
O -1.502 -2.205 -0.667
C 1.840 -2.666 -2.622
H -2.607 0.864 -0.584
H 3.682 2.481 1.133
H -2.639 -3.991 -5.273
N 0.655 3.527 0.970
C -2.701 1.104 1.454
C -0.685 -2.630 -2.880
H -0.858 1.507 2.473
H -3.973 -2.803 -3.818
H 1.253 -1.334 1.220
C -1.739 -3.728 -4.728
H 2.720 2.638 3.787
C -1.854 -2.985 -3.563
H -2.103 -1.209 2.543
O -0.093 -0.744 -1.581
H -1.630 -0.640 4.115
C -1.783 0.949 2.656
N 1.922 3.701 1.334
N -2.145 0.478 0.234
H -3.253 -1.488 -2.893
H 0.698 4.554 5.103
H 4.127 3.715 3.796
H -3.683 0.676 1.675
C 0.763 4.581 4.016
N 0.291 -1.034 1.351
C 2.214 4.744 3.580
C -0.505 -4.147 -5.210
H 2.593 5.687 3.984
C 3.088 3.613 4.114
C 2.349 4.899 2.060
C -0.796 -1.827 -1.617
H 0.589 -4.956 -6.874
Ni -0.127 0.389 -0.048
C 0.638 -3.791 -4.503
H 2.691 -3.173 -3.072
C 0.572 -3.025 -3.348
C -1.442 -0.500 3.050
H -3.466 -3.067 -2.144
H -0.295 -1.779 0.952
C -3.212 -2.565 -3.076
H 3.383 5.080 1.770
H 0.673 -0.126 3.198
H -0.657 -6.024 -6.229
C -0.414 -4.982 -6.451
C 2.629 2.618 0.962
H 1.731 5.710 1.679
H 1.607 -4.114 -4.865
H 0.234 -1.829 3.304
H -1.116 -4.637 -7.210
H 2.020 -1.592 -2.652
H -2.339 -0.525 0.199
H 1.792 -2.967 -1.573
H 0.140 5.401 3.658
N 1.811 1.791 0.360
C 0.006 -0.891 2.793
H 3.076 3.608 5.203
H -2.848 2.163 1.243
N 0.610 2.392 0.385
H 0.338 3.649 3.638
*
```

---

# C31H44BrN3NiOP2

A molecular structure, C31H44BrN3NiOP2 (ωB97M-V/def2-TZVPD, OMol25).

Summary:
relative energy (zero: lowest compared OMol25 entry of this formula, charge and spin) = 1.672 eV
LUMO energy (spin up / spin down) = -0.22532 / -0.33220 hartree

ORCA input file:
```
! RIJCOSX wB97M-V def2-TZVPD def2/J DEFGRID3
* xyz 2 3
C -0.491 -1.743 -4.620
H 3.527 0.400 0.117
H 4.025 0.564 -3.890
P 2.365 -0.732 -1.658
H 3.585 -0.522 -5.220
C -0.554 5.784 -6.127
H -0.020 -3.809 -5.155
C -3.658 -0.699 -5.441
H 3.945 1.058 -1.471
H -4.393 -2.823 -1.612
C 3.825 0.119 -0.907
H 4.144 -3.261 -1.099
H 5.108 -1.521 -0.217
H -0.289 -0.972 -3.840
C 2.235 -2.279 -0.657
C -1.014 3.603 -7.750
H -2.746 -1.139 -2.373
H 2.533 0.398 2.109
H 2.877 1.439 4.329
H 1.162 -2.533 -0.678
N 2.349 3.173 6.240
H 2.335 0.465 -4.449
C -0.966 3.381 -6.339
H -0.404 6.681 -5.518
H 2.909 -4.304 -0.387
H -4.929 -2.277 -3.225
C -1.251 2.084 -5.706
C 1.615 3.803 5.252
H -4.021 -0.420 -7.552
H 5.932 0.012 -0.520
C 2.190 1.912 3.638
C 0.109 -3.132 -4.298
H -0.184 4.411 -4.522
C 3.249 -0.120 -4.255
C -0.540 4.499 -5.543
H -1.032 2.820 -8.512
C -4.146 -2.823 -2.681
H -3.423 1.962 -2.997
C 0.665 3.635 2.950
C -1.420 0.839 -0.504
C -2.774 -2.137 -2.866
H -4.635 -1.210 -5.417
H 2.781 -3.843 -2.087
H -2.434 0.215 -7.089
C 2.997 -1.263 -3.290
P -2.309 -1.685 -4.589
C 2.021 1.325 2.376
N 1.245 1.877 1.446
H 0.708 1.128 -0.472
O 1.124 4.913 5.435
C -2.512 1.792 -2.421
H -0.090 3.390 0.932
C -0.093 1.775 -2.320
C -1.309 1.666 -4.445
C 1.490 3.085 3.944
H -1.181 5.199 -9.272
H -3.540 1.023 -0.703
H -0.151 -1.405 -5.624
H 0.104 4.547 3.102
H 3.897 -1.870 -3.157
H 0.876 1.951 -2.785
H -3.721 0.314 -4.868
N -0.757 5.962 -7.425
C -1.271 1.902 -3.073
C -0.192 1.258 -1.045
C -3.153 -0.624 -6.917
H 2.468 -2.003 0.385
H 1.183 -3.016 -4.130
C -2.584 1.244 -1.165
H 2.330 3.609 7.147
Ni -1.835 0.351 -5.446
H -1.976 -2.782 -2.427
Br -1.481 -0.111 1.031
H -2.753 -1.579 -7.268
H 5.448 -0.994 -1.888
C 5.142 -0.655 -0.890
H -0.337 -3.592 -3.404
C 3.069 -3.479 -1.093
C 0.559 2.989 1.711
H 2.549 2.197 6.210
C -0.995 4.930 -8.229
H 2.231 -1.908 -3.728
H -4.137 -3.869 -3.021
*
```

---

# C31H54N3OOsP2

A molecular structure, C31H54N3OOsP2 (ωB97M-V/def2-TZVPD, OMol25).

Summary:
relative energy (zero: lowest compared OMol25 entry of this formula, charge and spin) = 0.382 eV
LUMO energy (spin up / spin down) = -0.35518 / -0.44281 hartree

ORCA input file:
```
! RIJCOSX wB97M-V def2-TZVPD def2/J DEFGRID3
* xyz 3 5
C -0.456 3.420 -2.677
C 0.124 4.905 -0.851
H 3.796 0.048 2.935
C 2.498 0.318 -3.542
C 0.391 -1.112 -3.410
H -3.737 -0.646 -0.567
H -2.183 -4.439 -1.448
P -0.658 -1.853 -2.045
H 0.601 3.338 -2.978
H -2.415 -4.419 4.546
C -0.364 -3.673 -2.461
H -0.617 -3.244 -4.630
C 1.765 3.070 4.171
C 1.145 -4.025 -2.397
H -3.113 -4.974 2.963
H -0.871 4.329 -3.145
C -2.216 -4.561 3.468
C 2.122 1.027 -0.885
H 2.479 4.171 2.011
H 3.374 1.221 4.227
H 1.936 -2.161 4.134
H -0.251 -0.500 -4.088
H 2.841 3.111 3.926
H 3.860 2.278 -1.110
H -4.323 -1.988 -2.917
C 3.388 1.208 -2.946
H -2.534 4.530 -1.522
H 0.572 -1.867 3.051
H 4.201 1.659 -3.520
C -3.298 -2.375 -2.926
C -2.896 -1.352 -0.634
H 1.063 -0.570 5.576
H 0.672 1.102 5.178
Os -0.146 -0.733 -0.210
H 1.542 -3.865 -1.381
C 1.732 1.688 0.385
C 0.739 0.096 4.751
C -2.076 3.809 -0.818
O 0.736 -3.353 0.975
H -3.651 0.305 -2.619
C 3.190 0.210 3.846
H 1.743 -3.460 -3.130
C 1.470 -0.232 -2.777
H 1.607 2.356 4.985
H -0.327 5.657 -1.513
C 0.401 -2.323 0.487
H -1.165 2.802 2.261
N -1.727 -2.196 2.432
C -0.570 2.899 3.182
N -0.800 1.292 -0.318
H -0.875 -5.619 -1.718
H 2.616 -0.074 -4.557
C 1.615 -1.576 3.245
C -2.598 0.016 -2.753
H -0.717 -4.412 -0.422
H -0.892 2.100 3.877
H -2.987 -2.439 -3.974
C 1.379 4.044 2.025
H -2.368 0.018 -3.827
H -0.052 5.260 0.161
P 1.065 1.042 1.978
H 0.956 4.979 2.462
H 1.039 3.950 0.989
N 1.364 0.040 -1.460
H 2.595 2.311 0.714
C 1.716 -0.090 3.553
C -0.578 3.604 -1.170
H -0.280 -0.204 4.457
H 3.538 -0.499 4.619
C -1.889 -3.267 2.870
H 1.196 4.885 -1.075
H -0.375 -4.965 -4.194
H 2.251 -1.889 2.406
H -1.007 2.545 -3.068
H -2.658 2.873 -0.858
C 3.208 1.547 -1.614
H -1.958 -4.209 -3.907
C -2.458 -1.381 -2.134
H -3.315 -3.369 -2.469
C -0.871 -4.021 -3.888
H -1.978 0.752 -2.220
H -0.817 3.867 3.660
H -3.196 -2.351 -0.296
H 1.481 4.071 4.568
C -1.092 -4.573 -1.441
H -2.173 4.212 0.205
C 0.948 2.832 2.889
H -1.365 -5.256 3.338
H -2.088 -0.980 0.081
C -0.058 2.309 -0.393
H 1.234 -5.104 -2.642
H 0.848 -1.910 -4.039
*
```

---

# C16H16N4O2S

C16H16N4O2S in the gas phase (ωB97M-V/def2-TZVPD, OMol25).

Summary:
relative energy (zero: lowest compared OMol25 entry of this formula, charge and spin) = 2.836 eV
LUMO energy = 0.00042 hartree

ORCA input file:
```
! RIJCOSX wB97M-V def2-TZVPD def2/J DEFGRID3
* xyz 0 1
H 5.163 -0.858 -1.710
S 0.502 -1.819 0.718
H 0.339 -0.217 2.457
C -6.205 -1.095 -1.466
H 7.227 0.038 -0.556
H -6.620 -0.236 -1.986
H -6.921 -1.429 -0.716
N 2.894 -1.133 -0.395
H -1.034 -1.372 2.474
C -4.389 0.529 -0.872
H -6.070 -1.906 -2.179
H 6.063 1.422 -2.332
H 5.024 2.166 -1.040
C -4.903 -0.751 -0.815
H -2.448 -2.227 0.991
C -2.989 -1.443 0.483
H 2.157 -2.266 -1.847
C -3.178 0.837 -0.255
H -4.908 1.318 -1.394
C 6.280 0.499 -0.323
C 3.809 -0.117 -0.246
N 2.988 -2.217 -1.259
H 3.056 -3.085 -0.731
O -1.219 3.668 0.002
N 2.193 0.289 1.122
C 1.903 -0.816 0.497
H 0.135 1.868 1.350
H 6.169 0.807 0.705
C -2.462 -0.146 0.448
C -1.228 0.261 1.077
N 3.380 0.718 0.657
C 5.596 1.312 -1.366
H -4.569 -2.743 -0.097
C -0.418 -0.719 1.858
C -1.549 2.523 0.174
O -2.738 2.108 -0.370
C 5.050 -0.045 -1.004
C -0.798 1.533 0.924
C -4.180 -1.737 -0.135
*
```

---

# C5H8BaO2

A molecular structure, C5H8BaO2 (ωB97M-V/def2-TZVPD, OMol25).

Summary:
relative energy (zero: lowest compared OMol25 entry of this formula, charge and spin) = 0.000 eV
LUMO energy (spin up / spin down) = -0.11771 / -0.13314 hartree

ORCA input file:
```
! RIJCOSX wB97M-V def2-TZVPD def2/J DEFGRID3
* xyz 1 2
H 2.643 3.637 0.329
Ba 1.657 -3.070 -1.920
C -2.871 -1.414 0.262
O 1.860 0.585 -0.744
C 1.686 1.872 -0.221
H -3.646 -0.667 0.455
H -1.083 -0.416 -0.852
C 2.763 2.589 0.058
H -1.792 -0.930 2.039
O -0.229 0.107 -0.421
H -1.236 -2.487 1.115
C 0.910 -0.293 -0.863
H -3.165 -2.229 -0.404
H 0.658 2.198 -0.079
C -1.920 -1.641 1.219
H 3.764 2.159 0.027
*
```

---

# C3H7N5

C3H7N5 in the gas phase (ωB97M-V/def2-TZVPD, OMol25).

Summary:
relative energy (zero: lowest compared OMol25 entry of this formula, charge and spin) = 2.016 eV
LUMO energy = 0.01661 hartree

ORCA input file:
```
! RIJCOSX wB97M-V def2-TZVPD def2/J DEFGRID3
* xyz 0 1
H 0.853 1.078 0.157
N -0.142 1.680 -1.695
H 1.168 -1.667 1.976
C -0.559 -1.113 -0.733
N -1.398 -0.211 -1.320
N 1.204 0.292 1.939
H -0.110 2.599 -2.109
H -2.231 -0.619 -1.670
C 0.801 0.170 0.749
C -1.273 1.104 -1.718
H -0.949 -2.098 -1.033
H -2.183 1.515 -2.166
N 1.068 -0.889 2.633
H 1.812 -0.905 3.317
N 0.386 -0.995 0.119
*
```

---

# C4H7NO2

C4H7NO2 in the gas phase (ωB97M-V/def2-TZVPD, OMol25).

Summary:
relative energy (zero: lowest compared OMol25 entry of this formula, charge and spin) = 1.409 eV
LUMO energy = 0.02863 hartree

ORCA input file:
```
! RIJCOSX wB97M-V def2-TZVPD def2/J DEFGRID3
* xyz 0 1
C 1.081 -0.222 -1.034
H 1.211 0.283 -1.992
N -0.137 -1.807 1.102
O 1.480 0.509 0.110
C 0.079 0.323 -0.110
H -0.430 -2.321 1.917
H 1.365 -1.274 -1.047
C -0.673 1.581 -0.475
H -0.430 1.895 -1.495
H -1.752 1.436 -0.392
O -1.367 -0.024 1.748
H -0.384 2.382 0.211
C -0.555 -0.518 0.988
H 0.512 -2.242 0.469
*
```

---

# C6H9NO

A molecular structure, C6H9NO (ωB97M-V/def2-TZVPD, OMol25).

Summary:
relative energy (zero: lowest compared OMol25 entry of this formula, charge and spin) = 7.378 eV
LUMO energy = 0.03693 hartree

ORCA input file:
```
! RIJCOSX wB97M-V def2-TZVPD def2/J DEFGRID3
* xyz 0 1
O 1.373 0.172 -1.009
N -1.931 0.735 -0.060
C -0.365 -0.574 -0.184
C -0.535 0.743 0.379
H 1.343 2.137 -0.045
C -1.875 -0.772 0.097
H -0.544 -0.244 -1.324
C 1.490 -0.176 0.943
H 1.510 -1.866 -0.534
H -1.946 -1.110 1.177
C 1.001 -0.999 -0.210
C 0.969 0.986 0.036
H -2.277 0.985 -0.964
H 1.073 -0.625 1.888
H 2.575 -0.208 1.069
H -2.553 -1.559 -0.514
H -0.763 0.714 1.373
*
```

---

# C4H6OS

C4H6OS in the gas phase (ωB97M-V/def2-TZVPD, OMol25).

Summary:
relative energy (zero: lowest compared OMol25 entry of this formula, charge and spin) = 0.000 eV
LUMO energy (spin up / spin down) = 0.02780 / -0.09951 hartree

ORCA input file:
```
! RIJCOSX wB97M-V def2-TZVPD def2/J DEFGRID3
* xyz 0 3
H 1.635 2.299 0.267
C 0.835 0.250 -0.319
C -0.732 -1.877 0.081
H -1.759 -2.026 0.228
H 0.039 1.963 0.985
C -0.581 -0.386 -0.094
H -0.254 -2.109 1.030
H -0.083 -2.432 -0.666
S -1.888 0.589 -0.162
O 1.823 -0.329 -0.742
C 0.725 1.775 0.082
H 0.240 2.282 -0.690
*
```